1.
Molecular formula: C36H23Cl5GeN2OS3Sr
Method: DFT, ωB97M-V with the def2-TZVPD basis set

The geometry in XYZ format:
```
72
C36H23Cl5GeN2OS3Sr | OMol25 | ωB97M-V with the def2-TZVPD basis set
Sr -1.3053 2.3940 0.4451
C -0.8174 1.5624 4.9987
C -1.2078 1.6196 3.6276
N -0.6338 2.5067 2.8277
C 0.2028 3.4238 3.2942
C 0.7625 3.3475 4.6158
C 0.2827 2.2836 5.4303
C 1.7038 4.3296 5.0702
C 1.9951 5.4243 4.3184
C 1.3887 5.5499 3.0193
C 1.6046 6.6626 2.2719
C 1.2116 6.7749 0.9381
C 0.5305 5.6726 0.4255
N 0.2509 4.5793 1.1653
C 0.6392 4.4714 2.4530
H -1.2953 0.8949 5.7147
H -1.9904 0.9585 3.2139
H 0.5416 2.3010 6.4484
H 2.2192 4.1404 5.9857
H 2.5278 6.2628 4.7560
H 2.0842 7.5109 2.7747
H 1.3323 7.7089 0.2871
H 0.1368 5.6103 -0.6316
S 2.8970 0.6972 -1.2475
C 1.3026 0.3329 -1.1052
S -0.1267 0.9879 -1.7785
S 0.8738 -0.8256 0.1740
Cl -9.0661 1.2143 0.2814
C -7.3643 1.1649 0.5236
C -6.6039 2.1500 -0.1274
Cl -7.2883 3.3596 -1.1223
C -5.2270 2.1935 0.0737
Cl -4.1512 3.3045 -0.7554
C -4.5291 1.2901 0.9393
O -3.2303 1.3544 1.2369
C -5.3087 0.2261 1.5173
Cl -4.5916 -0.9697 2.5025
C -6.7274 0.2195 1.3128
Cl -7.6580 -1.1162 1.8188
C 2.5820 -3.1776 1.3388
Ge 1.7336 -2.7857 -0.3425
C 0.1708 -3.8354 -0.7810
C 0.2338 -4.5947 -1.9129
C -0.9583 -4.9992 -2.5423
C -2.1937 -4.7435 -1.9314
C -2.2004 -4.1457 -0.6571
C -1.0281 -3.7185 -0.0810
C 3.0231 -2.7361 -1.9051
C 4.2785 -3.1985 -1.5818
C 5.2213 -3.5529 -2.5920
C 4.9934 -3.2537 -3.8864
C 3.6851 -2.8645 -4.3041
C 3.2892 -2.8786 -5.6826
C 2.0578 -2.4350 -6.0929
C 1.1947 -1.8602 -5.1542
C 1.4426 -2.0215 -3.7811
C 2.6982 -2.5064 -3.3220
H 2.9003 -4.2113 1.2527
H 1.9867 -3.0664 2.2158
H 3.4940 -2.6107 1.3662
H 1.1487 -4.7893 -2.4790
H -0.9026 -5.3914 -3.5443
H -3.1451 -5.0624 -2.3459
H -3.1422 -4.1051 -0.0834
H -1.0143 -3.1561 0.8426
H 4.6137 -3.4380 -0.6011
H 6.0601 -4.1088 -2.2629
H 5.7621 -3.2791 -4.6898
H 3.9830 -3.3822 -6.3891
H 1.7183 -2.5344 -7.1095
H 0.3046 -1.3231 -5.5922
H 0.6442 -1.8070 -3.0622
```

Properties
HOMO level (alpha / beta), eV: -2.15 / -4.91
<S²>: 0.7723
Total charge: -1
Energy above the lowest of the compared OMol25 structures with the same formula, charge and spin, eV: 0.000
Spin multiplicity: 2
Orbital gap (alpha / beta), eV: 4.24 / 7.00

***

2.
Molecular formula: C28H55NO10
Method: DFT, ωB97M-V with the def2-TZVPD basis set

The geometry in XYZ format:
```
94
C28H55NO10 | OMol25 | ωB97M-V with the def2-TZVPD basis set
O 1.1260 -1.5719 0.9158
C -0.1783 -1.0489 0.7258
O -1.0236 -1.9793 0.4887
O -0.3608 0.1585 0.6990
H 0.7521 -2.4680 0.7859
C -3.0418 5.3345 -4.0448
C -3.0886 3.7969 -4.1186
C -3.0431 3.3105 -5.5708
C -1.6452 3.3433 -6.1758
C -0.6970 2.5795 -5.2610
C -0.6776 3.0958 -3.8019
N -2.0396 3.1694 -3.3431
O -2.1365 3.5201 -1.9971
C 0.1103 4.4337 -3.7869
C 0.1217 2.0713 -3.0106
C -4.4148 3.3301 -3.5141
H -3.8852 5.7807 -4.5871
H -2.1206 5.7309 -4.4746
H -3.0258 5.6212 -2.9923
H -3.7241 3.9148 -6.1891
H -3.4277 2.2849 -5.5890
H -1.3002 4.3746 -6.2859
H -1.6620 2.8420 -7.1501
H 0.3245 2.6277 -5.6699
H -0.9586 1.5161 -5.2499
H -0.2447 5.1255 -4.5483
H 1.1746 4.2335 -3.9442
H -0.0230 4.9057 -2.8095
H 0.1427 2.3256 -1.9476
H 1.1662 2.0587 -3.3526
H -0.2707 1.0539 -3.0562
H -5.2359 3.5937 -4.1909
H -4.5231 3.7339 -2.5098
H -4.3674 2.2440 -3.4006
C 3.9415 -0.6399 -0.8455
C 4.0342 0.8203 -0.4587
O 5.1135 1.3780 -0.4664
C 2.7512 1.5934 -0.2290
H 3.4654 -1.2107 -0.0457
H 4.9475 -1.0260 -1.0170
H 3.3808 -0.7927 -1.7692
H 2.9536 2.3982 0.4720
H 2.0024 0.9205 0.1978
H 2.4052 1.9050 -1.2132
C 0.2019 -3.3973 -2.5792
C 1.5628 -3.9937 -2.3076
O 2.4153 -4.1255 -3.1609
C 1.8286 -4.4178 -0.8805
H 0.1180 -3.0461 -3.6032
H 0.0598 -2.5740 -1.8720
H -0.5445 -4.1718 -2.3855
H 2.4356 -3.6390 -0.4119
H 2.3518 -5.3695 -0.8147
H 0.8989 -4.4746 -0.3164
C 2.3695 0.5050 3.6345
C 2.4516 1.9873 3.3733
O 1.4984 2.6508 3.0601
C 3.8301 2.5777 3.4769
H 1.8256 0.3100 4.5640
H 3.3398 0.0141 3.7283
H 1.7930 0.0021 2.8530
H 4.3527 2.3660 4.4121
H 3.8113 3.6577 3.3206
H 4.4677 2.1802 2.6776
C -2.3658 -0.0270 6.2746
C -1.2120 -0.1322 5.3075
O -0.1336 -0.5586 5.6655
C -1.4789 0.1758 3.8691
H -3.1396 0.6464 5.9126
H -2.0009 0.2501 7.2619
H -2.8093 -1.0241 6.3505
H -1.7190 1.2350 3.7341
H -2.3857 -0.3488 3.5505
H -0.6410 -0.0848 3.2329
C -3.7528 -4.2534 1.0911
C -2.8253 -4.9622 0.1410
O -3.1597 -5.1127 -1.0149
C -1.4868 -5.4639 0.6144
H -3.2433 -3.7604 1.9174
H -4.4983 -4.9497 1.4878
H -4.3034 -3.5036 0.5260
H -0.9725 -5.8046 -0.2811
H -1.5868 -6.3038 1.3067
H -0.9639 -4.6439 1.1099
C 1.4755 -3.1788 3.8594
C 2.3556 -3.4335 5.0523
O 2.8089 -4.5334 5.2909
C 2.5863 -2.2661 5.9834
H 1.9301 -2.6354 3.0305
H 0.6128 -2.6283 4.2456
H 1.0824 -4.0993 3.4250
H 3.1394 -1.5108 5.4278
H 3.1892 -2.6099 6.8245
H 1.6335 -1.9089 6.3664
```

Properties
HOMO level, eV: 0.64
Total charge: -2
Orbital gap, eV: 3.27

***

Let's list max |F| in order: 3.2; 2.3 eV/A.